ORCA calculation (ωB97M-V/def2-TZVPD) on C21H30N2O3S2 in the gas phase at a distorted geometry.

Properties
- Kohn-Sham gap (eV) = 8.59
- relative energy (zero: lowest compared OMol25 entry of this formula, charge and spin) (kcal per mole) = 39.9
- net charge = 0
- 2S+1 = 1

Last column: Mulliken charge in e.
Cartesian coordinates (Å):
C1 3.9537 3.2651 -0.6171  -1.00
C2 4.6655 1.9243 -0.7465  -0.52
C3 4.5125 1.0937 0.5263  -0.09
C4 5.0845 -0.3038 0.3543  -0.78
H1 4.6262 -0.8179 -0.4909  0.24
H2 6.1633 -0.2714 0.2042  0.44
S1 4.8418 -1.3436 1.8339  -0.15
C5 3.0797 -1.7795 1.6493  0.09
C6 2.8766 -2.9302 0.6749  -0.39
H3 3.3445 -2.6962 -0.2838  0.25
C7 1.3921 -3.2178 0.4216  -1.01
N1 0.7213 -2.1120 -0.2266  -0.03
C8 0.8213 -1.9260 -1.5600  0.27
O1 1.3025 -2.7301 -2.3307  -0.67
C9 0.2372 -0.6040 -2.0218  -0.39
H4 0.2803 -0.5417 -3.1066  0.49
H5 -0.7823 -0.4640 -1.6589  0.19
S2 1.2593 0.7852 -1.3548  0.53
O2 1.2181 0.6252 0.1100  -0.69
C10 -0.0166 2.1164 -1.7158  -1.17
C11 -1.0945 1.9670 -0.7297  0.55
C12 -1.1925 2.5122 0.5235  0.60
O3 -2.3025 1.9987 1.1010  -0.39
C13 -2.8267 1.1453 0.1954  0.45
N2 -2.1329 1.0938 -0.9072  -0.55
C14 -4.0242 0.3920 0.4902  0.35
C15 -4.6810 0.5505 1.7087  -0.78
C16 -5.8226 -0.1844 1.9660  -0.64
C17 -6.3095 -1.0720 1.0229  -0.54
C18 -5.6630 -1.2421 -0.1990  0.84
C19 -4.5207 -0.5043 -0.4563  -0.40
H6 -3.9948 -0.6078 -1.3928  0.38
C20 -6.2038 -2.2092 -1.2072  -1.47
H7 -7.2195 -1.9343 -1.4883  0.33
H8 -5.5865 -2.2247 -2.1011  0.37
H9 -6.2360 -3.2138 -0.7878  0.33
H10 -7.2025 -1.6430 1.2330  0.43
H11 -6.3365 -0.0651 2.9084  0.40
H12 -4.2938 1.2440 2.4392  0.47
C21 -0.3425 3.4717 1.2679  -1.42
H13 -0.0984 4.3299 0.6441  0.35
H14 -0.8672 3.8082 2.1577  0.35
H15 0.5869 2.9877 1.5674  0.20
H16 -0.3577 1.9662 -2.7352  0.46
H17 0.4956 3.0705 -1.6117  0.44
H18 0.5277 -1.2965 0.3409  0.23
H19 0.8760 -3.4291 1.3609  0.42
H20 1.3044 -4.0798 -0.2437  0.41
H21 3.3539 -3.8288 1.0692  0.33
H22 2.7430 -2.0530 2.6491  0.42
H23 2.5573 -0.8793 1.3303  -0.38
H24 3.4517 1.0264 0.7711  -0.01
H25 5.0178 1.5883 1.3583  0.38
H26 4.2409 1.3703 -1.5875  0.27
H27 5.7253 2.0874 -0.9543  0.49
H28 4.3848 3.8485 0.1932  0.39
H29 4.0387 3.8384 -1.5374  0.35
H30 2.8992 3.1064 -0.4010  0.00

ORCA calculation (ωB97M-V/def2-TZVPD) on C21H30N2O5 in the gas phase.

Properties
- Kohn-Sham gap (eV) = 8.93
- relative energy (zero: lowest compared OMol25 entry of this formula, charge and spin) (kcal per mole) = 28.6
- SMILES = CCOCCCNC(=O)[C@@H]1c2cc(OC)c(OC)cc2C(=O)N2CCCC[C@@H]12
- net charge = 0
- 2S+1 = 1

Last column: Mulliken charge in e.
Cartesian coordinates (Å):
C1 -2.5586 1.5377 -7.1959  -1.33
C2 -1.4803 1.3469 -6.1407  -0.03
O1 -1.3948 -0.0307 -5.8380  -0.36
C3 -0.2826 -0.4047 -5.0668  -0.76
C4 -0.3681 0.0253 -3.5977  -0.03
H1 -0.3170 1.1132 -3.5241  0.26
C5 0.7766 -0.5774 -2.7831  -1.12
N1 0.7107 -0.1709 -1.3990  0.09
C6 1.5454 0.7409 -0.8685  -0.19
O2 2.4825 1.2273 -1.4645  -0.71
C7 1.2106 1.1433 0.5800  0.79
C8 0.9918 -0.0637 1.4353  -0.97
C9 2.0661 -0.7350 2.0087  -0.39
C10 1.8736 -1.8840 2.7575  0.84
C11 0.5598 -2.3847 2.9407  0.91
C12 -0.4995 -1.7162 2.3643  -0.64
C13 -0.2926 -0.5591 1.6092  -0.16
C14 -1.4803 0.1170 1.0374  0.29
O3 -2.5910 -0.3905 1.0642  -0.77
N2 -1.2557 1.3201 0.4354  0.24
C15 -2.3959 2.1808 0.1923  -1.04
H2 -3.2708 1.5437 0.0549  0.58
C16 -2.5900 3.1173 1.3868  -0.61
C17 -1.3060 3.8969 1.6680  -0.77
C18 -0.1173 2.9475 1.8240  -0.69
H3 0.8037 3.5178 1.9521  0.37
H4 -0.2542 2.3108 2.7011  0.30
C19 -0.0173 2.0617 0.5749  -1.10
H5 0.0573 2.7215 -0.3022  0.50
H6 -1.4255 4.4958 2.5726  0.42
H7 -1.1084 4.5804 0.8381  0.32
H8 -3.4141 3.8034 1.1880  0.41
H9 -2.8510 2.5140 2.2588  0.29
H10 -2.2143 2.7526 -0.7228  0.38
H11 -1.5171 -2.0564 2.4702  0.65
O4 0.4621 -3.5140 3.6899  -0.48
C20 -0.8182 -4.0589 3.9001  -0.90
H12 -1.2923 -4.3479 2.9567  0.36
H13 -1.4705 -3.3594 4.4326  0.36
H14 -0.6620 -4.9452 4.5128  0.23
O5 2.8580 -2.6007 3.3517  -0.47
C21 4.1893 -2.1721 3.1989  -0.89
H15 4.7939 -2.8981 3.7398  0.24
H16 4.4910 -2.1614 2.1466  0.35
H17 4.3446 -1.1783 3.6315  0.34
H18 3.0579 -0.3414 1.8530  0.56
H19 2.0719 1.7163 0.9358  0.87
H20 -0.0824 -0.4865 -0.8625  0.16
H21 1.7381 -0.2296 -3.1681  0.45
H22 0.7429 -1.6698 -2.8376  0.37
H23 -1.3272 -0.3019 -3.1897  0.27
H24 -0.2550 -1.4966 -5.1251  0.29
H25 0.6424 -0.0057 -5.5120  0.36
H26 -0.5091 1.7052 -6.5169  0.29
H27 -1.7327 1.9261 -5.2403  0.23
H28 -2.6500 2.5902 -7.4492  0.38
H29 -2.3060 0.9738 -8.0893  0.32
H30 -3.5101 1.1754 -6.8177  0.32

no.,E_HOMO (eV)
1,-8.1770
2,-8.2210